1.
ORCA calculation (ωB97M-V with the def2-TZVPD basis set) on C32H64CoF2O16S8 as an isolated structure at a distorted geometry.

```
123
Properties=species:S:1:pos:R:3:forces:R:3
Co 0.61141 1.33041 1.62009 0.272 -0.540 -0.549
F 1.41352 -0.31128 0.88135 -0.070 0.362 -0.018
F -1.18656 0.75040 1.66558 -0.040 0.137 0.083
C -4.80572 -2.99453 -3.69928 -0.576 -0.790 -0.665
C -3.74674 -4.07274 -4.09348 0.676 1.802 0.262
C -2.36936 -3.30264 -3.92988 -0.458 -0.205 -0.865
S -2.69887 -1.69132 -4.70619 -1.746 -0.146 3.142
O -2.35075 -1.68892 -6.05722 1.174 -0.470 -3.310
O -2.26370 -0.57828 -3.91083 0.745 0.243 0.677
C -4.47853 -1.79106 -4.58691 0.033 0.647 0.861
H -4.82653 -2.75868 -2.63835 0.425 0.230 -0.028
H -5.83703 -3.31662 -3.92027 0.400 -0.135 -0.053
H -3.92204 -4.25286 -5.14727 0.242 -0.323 -0.298
H -3.77310 -5.01820 -3.56859 -0.033 -0.007 0.306
H -1.53723 -3.67175 -4.51747 0.021 -0.479 -0.162
H -1.99759 -3.18658 -2.91870 -0.338 0.135 0.317
H -4.80209 -1.83128 -5.61945 -0.387 -0.333 -0.082
H -4.79351 -0.84069 -4.13776 -0.018 -0.234 -0.181
C -4.12679 1.77431 -0.65483 0.645 -0.167 0.937
C -3.88386 0.95053 -1.90524 -0.902 -0.277 0.681
C -4.56390 1.73535 -3.01206 -0.655 -0.340 -0.475
S -4.36783 3.43995 -2.55156 2.159 0.466 0.199
O -5.63492 4.07233 -2.40902 -1.078 0.593 -0.202
O -3.30640 4.03755 -3.35456 -0.871 0.121 -0.260
C -3.66061 3.18207 -0.93230 1.105 -0.662 -1.180
H -3.56479 1.37361 0.17670 0.132 -0.168 0.349
H -5.18862 1.76845 -0.37036 0.181 0.029 -0.194
H -4.24260 -0.04125 -1.65665 -0.672 0.001 -0.783
H -2.86322 0.73162 -2.07494 1.138 0.492 -0.329
H -5.64715 1.54171 -3.08113 0.380 0.081 0.154
H -4.14739 1.71145 -4.00994 0.274 -0.465 -0.190
H -4.13519 3.89406 -0.34448 -0.646 1.391 1.312
H -2.54202 3.36181 -0.96402 -1.339 -0.523 0.010
C 0.17966 3.77035 -3.80027 -0.485 0.734 1.241
C -0.64033 2.50969 -3.65027 -1.173 -0.026 -0.541
C -0.08374 1.62934 -2.58451 2.257 0.304 0.986
S 1.01068 2.72048 -1.51444 -1.999 -2.031 1.270
O 2.42532 2.48437 -1.68566 0.025 0.150 -0.379
O 0.48044 2.58355 -0.12869 0.558 0.902 -1.897
C 0.46931 4.20391 -2.32058 0.568 -0.017 -0.530
H -0.41161 4.52947 -4.31464 0.043 0.065 0.197
H 1.07067 3.65398 -4.34822 1.351 -0.241 -0.531
H -0.78717 1.88029 -4.51381 0.373 0.128 -0.764
H -1.64488 2.91115 -3.49541 0.089 -0.602 0.743
H 0.63328 0.88136 -2.92526 -0.107 -0.024 -0.374
H -0.74671 1.13177 -1.92078 -0.727 -0.204 0.587
H 1.23645 4.95277 -2.14555 -0.019 0.181 -0.217
H -0.42706 4.45434 -1.78163 -0.548 0.320 0.033
C 5.72343 1.25363 -0.92958 -0.389 1.694 -0.396
C 6.26550 2.55778 -0.24583 -0.776 -0.966 0.602
C 5.12039 3.21623 0.51134 -1.118 -0.032 0.772
S 4.35119 1.76502 1.36021 -0.239 1.546 -1.207
O 2.90682 1.90130 1.42274 0.625 0.238 0.243
O 5.06815 1.49460 2.56478 0.483 -0.444 0.959
C 4.76586 0.59210 0.06215 -0.733 -0.443 0.274
H 6.57548 0.65939 -1.22733 -0.022 -0.432 0.007
H 5.16793 1.56899 -1.85084 0.365 -0.458 0.776
H 6.67787 3.26453 -0.91208 0.581 0.544 -1.037
H 7.05222 2.24338 0.45155 -0.164 0.315 0.080
H 4.26530 3.67093 -0.02640 0.642 -0.590 -0.552
H 5.40661 4.02955 1.19622 0.136 -0.758 0.252
H 3.74893 0.44721 -0.34124 0.576 -0.384 -0.043
H 5.13237 -0.30941 0.59514 -0.181 0.472 -0.505
C 1.83900 2.92715 5.81538 0.960 1.278 -0.369
C 0.34703 3.35259 5.77109 -0.127 -0.499 -1.217
C 0.20592 4.53590 4.76658 0.511 -0.610 0.085
S 1.36142 4.14758 3.44723 2.145 0.063 -0.431
O 2.09662 5.28116 2.87068 -1.288 -0.996 0.985
O 0.67007 3.28363 2.51528 -0.822 -0.259 -0.296
C 2.49109 3.09085 4.38484 -1.173 -0.180 1.050
H 1.96292 1.93029 6.27441 0.080 0.474 -0.532
H 2.44391 3.67200 6.36946 -0.698 -0.434 0.493
H -0.02567 3.55922 6.77063 -0.010 0.376 -0.038
H -0.27800 2.52334 5.38123 0.434 0.276 0.165
H 0.59968 5.44492 5.15907 0.109 0.851 0.526
H -0.75917 4.70633 4.29256 -0.040 -0.158 0.190
H 3.49945 3.48359 4.34380 -0.019 0.311 0.263
H 2.49066 2.14150 3.91163 -0.053 -0.600 -0.750
C 2.41579 -3.07803 3.33949 0.478 1.441 1.037
C 0.85008 -3.03566 3.34306 1.117 1.116 -0.272
C 0.44352 -1.91781 4.28918 -1.950 -0.523 1.001
S 1.61474 -0.67500 4.25393 1.937 -0.049 2.568
O 2.17698 -0.44820 5.61018 -1.055 -0.036 -1.993
O 1.10397 0.44582 3.52530 -0.483 1.337 0.105
C 2.76253 -1.53238 3.31045 2.002 -0.838 -0.571
H 2.79979 -3.48171 2.39097 -0.158 -0.301 0.652
H 2.91546 -3.51894 4.25877 -0.890 0.097 -1.187
H 0.38183 -3.94244 3.63398 -0.334 -0.876 0.047
H 0.53118 -2.72914 2.35755 -0.031 -0.319 -0.413
H 0.45361 -2.29893 5.30015 -0.094 -0.004 0.437
H -0.51269 -1.37792 4.13315 0.273 -0.743 -0.207
H 3.75367 -1.14191 3.66627 -0.649 -0.837 -0.377
H 2.61251 -1.24536 2.28177 -0.158 0.626 -0.382
C -2.10554 -2.29969 1.73578 0.294 -0.817 0.377
C -1.85886 -3.08053 0.39582 0.509 2.192 1.098
C -3.20271 -3.64832 0.12649 -0.191 -1.414 0.266
S -4.37650 -2.42266 0.53758 -0.502 -0.213 0.986
O -5.48123 -2.98447 1.27702 -0.024 0.021 -0.283
O -4.58321 -1.72104 -0.68725 -0.932 0.941 -1.202
C -3.36847 -1.42852 1.60955 0.909 -0.838 -1.395
H -1.29583 -1.62954 2.01439 0.136 -0.212 0.057
H -2.26439 -3.13355 2.44636 0.131 0.737 0.342
H -1.13835 -3.88176 0.48979 0.157 0.120 0.202
H -1.48427 -2.30685 -0.30654 -0.435 -0.723 -0.227
H -3.43905 -4.42488 0.88015 0.385 -0.113 -0.649
H -3.31328 -3.99331 -0.89607 -0.477 -0.133 0.014
H -3.89338 -1.17020 2.50529 -0.161 0.067 0.465
H -3.10462 -0.57297 0.99465 0.012 0.341 0.325
C 3.68946 -3.61933 -1.39402 -0.818 -0.316 1.109
C 3.03760 -2.32606 -0.79383 -0.243 -0.339 0.107
C 1.52014 -2.53947 -0.70084 -0.695 -0.418 0.012
S 1.19002 -4.31564 -0.70124 1.146 0.461 0.356
O 0.01612 -4.73087 -1.46062 0.369 0.204 0.977
O 1.43962 -4.70136 0.69503 -0.596 -0.404 -1.328
C 2.59526 -4.62446 -1.73598 0.548 -0.573 -1.152
H 4.29347 -4.10725 -0.62096 0.297 0.363 -0.297
H 4.23549 -3.49023 -2.30313 0.709 0.441 -0.310
H 3.26480 -1.38569 -1.31339 -0.136 -0.518 -0.157
H 3.40962 -2.17333 0.22152 0.006 -0.071 -0.088
H 0.91829 -2.12516 -1.48933 0.037 0.297 -0.711
H 1.08791 -2.14500 0.20668 0.088 0.171 0.263
H 2.20753 -4.43774 -2.74017 -0.198 0.246 0.054
H 3.00384 -5.64150 -1.83290 -0.504 0.110 0.710
```
Positions in Å, forces in eV/Å.

Values from the calculation:
Expectation value of S² = 3.75
HOMO (alpha / beta) = -0.3568 / -0.3212 hartree
Total energy = -7229.4656 hartree
LUMO energy (alpha / beta) = 0.195 / 0.195 eV
Orbital gap (alpha / beta) = 9.905 / 8.936 eV
2S+1 = 4

---

2.
ORCA calculation (ωB97M-V with the def2-TZVPD basis set) on C35H52AsIrOP3 as an isolated structure at a distorted geometry.

```
93
Properties=species:S:1:pos:R:3:forces:R:3
Ir 0.81007 -0.30583 -0.10324 1.146 -0.924 -3.436
P 2.33518 -1.26450 1.13581 1.206 -0.473 1.463
P 2.08254 1.72095 -0.54830 -0.068 0.016 0.851
P -0.08331 -2.54019 -0.78536 -0.522 -0.006 0.734
H 0.20800 2.07384 -8.22882 -0.308 -0.144 0.204
C -0.56193 1.38492 -7.85654 2.156 -0.883 -2.622
C -1.49843 1.73800 -6.96141 -2.449 0.896 2.155
H -1.47999 2.69198 -6.42136 0.122 -0.402 -0.095
C 3.66584 -2.01719 0.15104 0.189 -0.012 0.166
C 3.18645 -0.15320 2.29350 0.291 -0.058 0.242
C 1.82127 -2.60864 2.25191 0.073 -0.224 0.191
C 1.39508 2.79314 -1.87483 -0.127 -0.203 -0.137
C 2.11894 2.85274 0.89122 0.202 0.175 0.056
C 3.82038 1.53444 -1.10794 -0.254 0.020 0.049
C -1.51828 -2.45157 -1.91887 -0.020 0.464 -0.128
C -0.81017 -3.61291 0.50532 -0.067 -0.149 -0.065
C 1.02203 -3.66712 -1.71938 0.078 0.182 0.034
H -0.60373 0.40178 -8.34087 0.201 0.236 0.277
H -2.37299 1.09420 -6.81582 0.180 0.468 -0.253
H 4.46925 -2.32040 0.83696 -0.127 -0.035 -0.262
H 4.06348 -1.30432 -0.58473 -0.096 -0.206 0.293
H 3.29029 -2.89940 -0.38489 0.130 0.247 0.191
H 3.84942 -0.76705 2.91813 -0.037 0.211 -0.142
H 2.48286 0.35893 2.96250 0.137 -0.167 -0.290
H 3.79580 0.59779 1.78107 -0.108 -0.126 0.040
H 1.69268 -3.54967 1.70764 0.113 0.228 0.096
H 0.88622 -2.37902 2.77817 0.256 -0.065 -0.302
H 2.60278 -2.76435 3.01133 -0.195 0.026 -0.255
H 1.82210 3.80207 -1.78873 -0.011 -0.321 0.007
H 0.30174 2.85531 -1.80777 0.370 0.090 -0.026
H 1.64997 2.38749 -2.86406 -0.021 0.143 0.254
H 3.15288 3.17975 1.07379 -0.322 0.062 0.010
H 1.73049 2.37572 1.80063 0.240 0.069 -0.364
H 1.49779 3.72995 0.66447 0.236 -0.147 0.115
H 4.20639 2.53263 -1.36906 -0.063 -0.326 0.132
H 3.84330 0.90133 -2.00710 0.074 0.149 0.287
H 4.45218 1.09192 -0.32571 -0.171 0.131 -0.283
H -1.94901 -3.45910 -1.99914 0.178 0.261 -0.013
H -1.21962 -2.10881 -2.91842 -0.111 -0.224 0.341
H -2.27618 -1.77225 -1.51070 0.158 -0.207 -0.181
H -1.48639 -4.32206 0.00911 0.209 0.079 0.174
H -1.39662 -3.01890 1.21581 0.231 -0.223 -0.174
H -0.04042 -4.18031 1.03437 -0.256 0.108 -0.082
H 0.40605 -4.23446 -2.43306 0.197 0.060 0.306
H 1.51300 -4.37029 -1.03162 -0.056 0.207 -0.281
H 1.77116 -3.09697 -2.28315 -0.129 -0.222 0.165
C -0.30392 0.28385 -2.90812 -0.033 0.406 2.051
C 0.82581 -0.25727 -3.59449 0.295 -0.857 -0.247
C 0.60612 -0.99332 -4.75698 0.568 0.559 0.573
C -0.68295 -1.06072 -5.28362 -0.096 -0.290 -0.587
C -1.73476 -0.30038 -4.75222 -0.257 0.917 -0.355
C -1.50942 0.49666 -3.63590 -0.516 -0.179 0.100
O -0.38106 0.50863 -1.60410 -0.754 0.190 -2.947
H 1.84004 -0.87488 -1.25925 -0.649 0.510 0.441
H 1.82423 -0.15233 -3.16313 -0.409 -0.187 -0.141
H 1.42343 -1.50675 -5.26996 -0.203 0.232 0.251
H -0.85758 -1.65445 -6.18142 -0.020 0.000 0.277
H -2.69857 -0.30804 -5.27109 0.220 -0.081 0.482
H -2.23416 1.17443 -3.17371 -0.031 -0.503 -0.273
C -3.08302 4.36724 1.72160 -0.847 -0.126 1.365
C -2.19603 4.09318 0.67216 1.378 -0.958 -1.297
C -1.48348 2.88302 0.64132 -0.498 0.329 -0.020
C -1.62824 1.98868 1.70994 1.413 -0.253 -1.377
C -2.48497 2.27180 2.78038 -1.475 0.911 1.034
C -3.23214 3.45458 2.77372 0.080 0.017 0.102
As -0.58834 0.32939 1.81437 -0.017 0.286 0.836
C 0.17744 0.63786 3.64670 -1.953 2.802 -3.235
C 0.49384 -0.40894 4.52915 1.518 -2.949 2.945
C 1.26558 -0.14086 5.66702 -0.261 -0.189 -0.573
C 1.59661 1.17903 5.99287 1.425 -3.162 2.598
C 1.18909 2.23818 5.16989 -1.701 2.807 -3.316
C 0.49051 1.96547 3.98569 0.119 0.582 0.573
C -2.16436 -0.84471 1.95756 -0.133 0.741 0.592
C -2.44840 -1.55946 3.12690 -0.324 -0.269 -0.122
C -3.49871 -2.49123 3.11574 0.286 0.279 0.114
C -4.28799 -2.63621 1.96638 -0.046 0.065 -0.105
C -4.08057 -1.81772 0.84428 0.244 0.144 0.121
C -3.02635 -0.89518 0.84920 -0.217 -0.339 -0.003
H -3.65414 5.29894 1.70932 0.127 -0.319 0.059
H -2.05506 4.82437 -0.13243 -0.079 -0.243 0.383
H -0.81528 2.62939 -0.18859 -0.349 0.181 0.442
H -2.54590 1.57681 3.61956 -0.134 0.166 -0.231
H -3.92241 3.66117 3.59009 0.180 0.016 -0.194
H 0.15258 -1.42439 4.31982 0.158 0.385 0.379
H 1.58870 -0.96857 6.30278 -0.204 0.351 -0.107
H 2.16131 1.39246 6.90066 -0.173 -0.129 -0.273
H 1.42230 3.27734 5.42998 -0.155 -0.476 -0.079
H 0.16674 2.78372 3.33188 0.304 -0.201 0.360
H -1.85599 -1.37748 4.02524 -0.275 -0.287 -0.227
H -3.70171 -3.08804 4.01183 0.042 0.238 -0.414
H -5.10347 -3.36659 1.95343 0.326 0.294 0.047
H -4.74531 -1.90443 -0.02359 0.272 0.096 0.416
H -2.86856 -0.21462 0.00731 -0.002 -0.291 0.142
```
Positions in Å, forces in eV/Å.

Values from the calculation:
Total charge = +4
Expectation value of S² = 8.86
Energy above the lowest of the compared OMol25 structures with the same formula, charge and spin = 52.0 kJ/mol
HOMO (alpha / beta) = -0.5217 / -0.6739 hartree
Total energy = -4802.5872 hartree
LUMO energy (alpha / beta) = -10.806 / -15.242 eV
Orbital gap (alpha / beta) = 3.391 / 3.096 eV
2S+1 = 6